Record 1
# C12H18F2N3NiO13S2

A molecular structure, C12H18F2N3NiO13S2 at a distorted geometry (the ωB97M-V functional and the def2-TZVPD basis, OMol25).

Last column: natural (NBO) charge in e.
Positions of all 51 atoms, in Å:
Ni (14.873, 20.124, 29.764)  1.541
C (15.045, 16.361, 31.098)  -0.448
C (15.965, 15.241, 30.815)  0.448
C (17.183, 15.439, 29.771)  0.452
O (17.710, 14.442, 29.315)  -0.597
C (17.415, 16.813, 29.457)  -0.509
C (16.567, 17.835, 29.836)  0.385
C (15.350, 17.638, 30.685)  0.332
O (14.484, 18.606, 30.806)  -0.828
O (16.841, 19.014, 29.434)  -0.803
O (15.780, 14.164, 31.356)  -0.572
H (14.142, 16.240, 31.679)  0.215
H (18.253, 16.991, 28.795)  0.200
N (13.254, 21.191, 29.755)  -1.182
S (11.628, 20.909, 30.389)  2.374
O (10.620, 20.803, 29.408)  -0.878
O (11.284, 21.442, 31.680)  -0.866
F (11.900, 19.376, 30.767)  -0.489
S (12.782, 22.655, 29.365)  2.399
O (12.342, 23.607, 30.371)  -0.846
O (12.251, 22.707, 28.026)  -0.907
F (14.307, 23.141, 29.111)  -0.528
C (16.582, 22.042, 33.253)  -0.481
N (15.582, 22.121, 32.164)  0.560
O (15.587, 21.127, 31.448)  -0.450
O (14.943, 23.120, 31.970)  -0.301
H (16.849, 23.037, 33.603)  0.227
H (17.505, 21.639, 32.844)  0.250
H (16.201, 21.376, 34.024)  0.241
C (19.094, 21.870, 28.784)  -0.496
N (17.963, 22.234, 29.642)  0.545
O (16.859, 21.927, 29.218)  -0.376
O (18.144, 22.688, 30.754)  -0.401
H (19.969, 22.128, 29.375)  0.231
H (18.876, 22.293, 27.806)  0.239
H (19.080, 20.796, 28.595)  0.271
C (13.495, 18.192, 26.321)  -0.644
C (13.293, 19.451, 27.144)  -0.084
O (14.542, 19.932, 27.614)  -0.594
C (15.330, 20.568, 26.602)  -0.063
C (14.803, 21.833, 25.934)  -0.642
H (14.091, 18.501, 25.462)  0.193
H (14.135, 17.580, 26.960)  0.230
H (12.626, 17.584, 26.084)  0.224
H (12.621, 20.211, 26.743)  0.198
H (12.682, 19.087, 27.974)  0.207
H (16.354, 20.830, 26.866)  0.206
H (15.472, 19.788, 25.852)  0.168
H (15.569, 22.061, 25.191)  0.204
H (14.775, 22.689, 26.609)  0.229
H (13.802, 21.721, 25.520)  0.215

Output
Net charge: -1
Highest occupied orbital energy (spin up / spin down) in eV: -4.6 / -4.5
Energy above the lowest of the compared OMol25 structures with the same formula, charge and spin in kcal per mole: 56.1
Maximum force in Eh/bohr: 0.1318
Multiplicity: 3
Electronic energy in eV: -111965.708
Gap between HOMO and LUMO (spin up / spin down) in eV: 6.13 / 6.08


Record 2
# C12H18F9FeO6

A molecular structure, C12H18F9FeO6 at a distorted geometry (the ωB97M-V functional and the def2-TZVPD basis, OMol25).

Last column: natural (NBO) charge in e.
Positions of all 46 atoms, in Å:
Fe (-0.874, 0.622, -0.427)  1.593
C (2.172, -0.217, -2.047)  0.300
O (2.196, -1.686, -2.221)  -0.567
O (0.965, -0.110, -1.412)  -0.941
C (3.520, 0.359, -1.407)  0.922
F (3.364, 1.160, -0.405)  -0.322
F (4.351, -0.583, -1.145)  -0.312
F (4.136, 1.170, -2.272)  -0.356
C (2.922, -2.376, -3.215)  -0.064
C (3.196, -3.725, -2.643)  -0.613
H (3.949, -4.169, -3.295)  0.184
H (3.594, -3.689, -1.629)  0.212
H (2.261, -4.283, -2.596)  0.211
H (3.848, -1.922, -3.569)  0.150
H (2.242, -2.470, -4.062)  0.154
H (1.896, 0.089, -3.057)  0.145
C (-0.195, 2.842, 1.009)  0.310
O (0.179, 1.445, 1.171)  -0.597
O (-0.790, 2.654, -0.217)  -0.915
C (-0.911, 3.535, 2.209)  0.922
F (-1.667, 2.665, 2.877)  -0.333
F (-0.103, 4.001, 3.175)  -0.337
F (-1.686, 4.590, 1.861)  -0.326
C (1.365, 1.330, 2.004)  -0.073
C (1.514, -0.182, 2.135)  -0.659
H (0.671, -0.809, 2.424)  0.229
H (1.822, -0.436, 1.121)  0.246
H (2.425, -0.525, 2.626)  0.202
H (1.269, 1.744, 3.007)  0.167
H (2.265, 1.805, 1.613)  0.190
H (0.710, 3.440, 0.901)  0.134
C (-2.570, -1.493, -0.053)  0.299
O (-2.727, -0.119, 0.182)  -0.617
O (-1.364, -1.601, -0.690)  -0.869
C (-2.709, -2.424, 1.148)  0.928
F (-2.932, -3.741, 0.842)  -0.341
F (-1.795, -2.355, 2.109)  -0.319
F (-3.841, -2.145, 1.772)  -0.351
C (-3.961, 0.377, 0.624)  -0.069
C (-4.114, 1.860, 0.130)  -0.636
H (-3.843, 1.941, -0.923)  0.213
H (-5.107, 2.255, 0.343)  0.202
H (-3.439, 2.559, 0.623)  0.229
H (-3.915, 0.508, 1.705)  0.180
H (-4.856, -0.184, 0.354)  0.185
H (-3.432, -1.711, -0.684)  0.110

Output
Net charge: -1
Highest occupied orbital energy (spin up / spin down) in eV: -5.1 / -5.1
Energy above the lowest of the compared OMol25 structures with the same formula, charge and spin in kcal per mole: 72.2
Maximum force in Eh/bohr: 0.0935
Multiplicity: 5
Electronic energy in eV: -83865.204
Gap between HOMO and LUMO (spin up / spin down) in eV: 8.12 / 8.10


Record 3
# C12H18N2O2S

C12H18N2O2S in the gas phase (the ωB97M-V functional and the def2-TZVPD basis, OMol25).

Last column: natural (NBO) charge in e.
Positions of all 35 atoms, in Å:
C (-3.705, -1.491, 1.335)  -0.629
C (-4.089, -0.051, 1.088)  -0.638
H (-3.660, 0.635, 1.811)  0.229
H (-5.166, 0.090, 1.041)  0.244
S (-3.450, 0.443, -0.539)  2.312
O (-3.747, 1.833, -0.743)  -0.942
O (-3.897, -0.505, -1.516)  -0.947
N (-1.801, 0.223, -0.307)  -0.700
C (-1.076, -0.502, -1.326)  -0.228
H (-1.693, -1.345, -1.634)  0.239
C (0.262, -0.972, -0.750)  -0.221
N (1.000, 0.183, -0.290)  -0.467
C (2.391, 0.144, -0.223)  0.265
C (3.115, -1.043, -0.344)  -0.300
C (4.498, -1.032, -0.335)  -0.186
C (5.195, 0.154, -0.196)  -0.247
C (4.487, 1.339, -0.074)  -0.188
C (3.108, 1.338, -0.092)  -0.276
H (2.579, 2.277, -0.026)  0.209
H (5.016, 2.276, 0.025)  0.213
H (6.274, 0.158, -0.185)  0.213
H (5.034, -1.966, -0.428)  0.212
H (2.604, -1.989, -0.432)  0.212
C (0.263, 0.923, 0.713)  -0.216
H (0.844, 1.781, 1.048)  0.219
C (-1.070, 1.390, 0.131)  -0.227
H (-1.667, 1.907, 0.883)  0.218
H (-0.893, 2.078, -0.706)  0.197
H (0.058, 0.279, 1.586)  0.174
H (0.824, -1.467, -1.541)  0.220
H (0.072, -1.688, 0.067)  0.175
H (-0.886, 0.138, -2.200)  0.189
H (-4.128, -1.857, 2.268)  0.221
H (-4.073, -2.102, 0.515)  0.232
H (-2.623, -1.583, 1.375)  0.221

Output
Highest occupied orbital energy in eV: -8.1
Energy above the lowest of the compared OMol25 structures with the same formula, charge and spin in kcal per mole: 0.1
SMILES string: CCS(=O)(=O)N1CCN(c2ccccc2)CC1
Maximum force in Eh/bohr: 0.0185
Electronic energy in eV: -30646.154
Gap between HOMO and LUMO in eV: 8.77


Record 4
# C12H18N2O3S

C12H18N2O3S in the gas phase at a distorted geometry (the ωB97M-V functional and the def2-TZVPD basis, OMol25).

Last column: natural (NBO) charge in e.
Positions of all 36 atoms, in Å:
C (5.253, 1.446, 1.054)  -0.587
C (3.841, 1.468, 0.799)  -0.390
C (3.387, 1.245, -0.646)  -0.411
C (3.566, -0.316, -1.062)  -0.437
H (4.594, -0.693, -1.079)  0.214
H (3.177, -0.563, -2.021)  0.188
S (2.609, -1.656, 0.208)  0.228
C (0.969, -1.295, -0.388)  0.357
N (0.142, -1.827, 0.503)  -0.568
C (-1.106, -1.776, 0.412)  0.352
C (-1.742, -0.869, -0.631)  -0.284
C (-0.918, -0.382, -1.739)  0.693
O (-1.115, -0.059, -2.755)  -0.555
N (0.572, -0.571, -1.324)  -0.621
H (1.177, -0.284, -2.174)  0.420
C (-3.223, -0.897, -0.727)  -0.580
C (-3.670, 0.039, 0.125)  0.804
O (-3.150, 0.675, 1.057)  -0.602
O (-4.870, 0.589, -0.308)  -0.551
C (-5.642, 1.526, 0.660)  -0.249
H (-6.663, 1.583, 0.050)  0.200
H (-5.185, 2.517, 0.629)  0.192
H (-5.655, 1.285, 1.646)  0.192
H (-3.388, -0.485, -1.707)  0.288
H (-3.720, -1.613, -0.926)  0.241
C (-1.892, -2.337, 1.479)  -0.677
H (-2.510, -1.772, 2.026)  0.252
H (-2.660, -2.891, 1.027)  0.223
H (-1.406, -2.925, 2.290)  0.238
H (2.191, 1.322, -0.621)  0.208
H (3.752, 1.924, -1.376)  0.218
H (3.291, 2.449, 0.932)  0.204
H (3.261, 0.809, 1.517)  0.212
H (5.450, 1.656, 1.944)  0.207
H (5.649, 2.034, 0.248)  0.190
H (5.634, 0.642, 0.878)  0.190

Output
Highest occupied orbital energy in eV: -7.9
Energy above the lowest of the compared OMol25 structures with the same formula, charge and spin in kcal per mole: 213.6
SMILES string: CCCCSc1nc(C)c(CC(=O)OC)c(=O)[nH]1
Maximum force in Eh/bohr: 0.3153
Electronic energy in eV: -32686.494
Gap between HOMO and LUMO in eV: 8.40


Record 5
# C12H18N2O4S

C12H18N2O4S in the gas phase at a distorted geometry (the ωB97M-V functional and the def2-TZVPD basis, OMol25).

Last column: natural (NBO) charge in e.
Positions of all 37 atoms, in Å:
C (-4.531, -2.378, -0.671)  -0.608
C (-3.837, -1.628, 0.460)  -0.392
C (-2.432, -2.150, 0.759)  -0.426
C (-1.465, -1.870, -0.388)  -0.091
H (-1.731, -2.435, -1.281)  0.191
H (-1.451, -0.799, -0.620)  0.220
O (-0.129, -2.300, -0.091)  -0.507
C (0.586, -1.575, 0.758)  0.787
O (0.190, -0.612, 1.362)  -0.601
C (2.007, -2.095, 0.830)  -0.626
H (2.013, -3.183, 0.846)  0.254
H (2.532, -1.682, 1.689)  0.245
S (2.903, -1.621, -0.691)  0.218
C (3.524, 0.028, -0.236)  -0.631
C (2.450, 1.065, 0.065)  0.682
O (2.598, 1.884, 0.937)  -0.583
N (1.373, 0.989, -0.763)  -0.625
C (0.186, 1.663, -0.574)  0.326
N (-0.883, 1.312, -1.252)  -0.199
O (-1.888, 2.130, -0.845)  -0.278
C (-1.425, 2.978, 0.090)  0.343
C (-0.100, 2.736, 0.306)  -0.369
H (0.576, 3.209, 0.982)  0.263
C (-2.369, 3.954, 0.684)  -0.660
H (-1.821, 4.686, 1.269)  0.235
H (-2.931, 4.456, -0.101)  0.235
H (-3.079, 3.440, 1.331)  0.234
H (1.337, 0.238, -1.442)  0.424
H (4.109, 0.356, -1.097)  0.255
H (4.186, -0.058, 0.626)  0.247
H (-2.465, -3.225, 0.949)  0.196
H (-2.053, -1.655, 1.655)  0.226
H (-4.436, -1.724, 1.368)  0.203
H (-3.778, -0.567, 0.210)  0.202
H (-4.541, -3.447, -0.470)  0.200
H (-5.559, -2.040, -0.769)  0.211
H (-4.028, -2.207, -1.619)  0.201

Output
Highest occupied orbital energy in eV: -9.1
Energy above the lowest of the compared OMol25 structures with the same formula, charge and spin in kcal per mole: 40.6
SMILES string: CCCCOC(=O)CSCC(=O)Nc1cc(C)on1
Maximum force in Eh/bohr: 0.0248
Electronic energy in eV: -34741.273
Gap between HOMO and LUMO in eV: 9.75


Record 6
# C12H18N2O5

2 unconnected molecules or ions with the total composition C12H18N2O5 (the ωB97M-V functional and the def2-TZVPD basis, OMol25).

Last column: natural (NBO) charge in e.
Positions of all 37 atoms, in Å:
C (-1.549, 1.922, -0.370)  -0.163
C (-1.661, 3.442, -0.169)  0.773
C (-2.247, 1.164, 0.767)  -0.452
C (-2.311, -0.322, 0.507)  0.027
C (-3.333, -0.864, -0.272)  -0.220
C (-1.331, -1.191, 0.993)  -0.239
C (-3.380, -2.224, -0.562)  -0.277
C (-1.361, -2.551, 0.715)  -0.258
C (-2.390, -3.072, -0.068)  0.296
C (3.249, 0.179, -0.085)  -0.172
C (4.674, -0.399, -0.111)  0.769
C (2.786, 0.242, 1.369)  -0.605
H (0.330, 1.441, 0.291)  0.361
H (-0.072, 0.693, -1.102)  0.376
H (-2.082, 1.711, -1.304)  0.221
H (-3.250, 1.587, 0.887)  0.251
H (-1.711, 1.365, 1.705)  0.212
H (-4.116, -0.215, -0.659)  0.217
H (-0.531, -0.800, 1.619)  0.207
H (-4.192, -2.626, -1.167)  0.211
H (-0.603, -3.225, 1.100)  0.228
H (-3.150, -4.642, -0.845)  0.480
H (0.016, 3.448, -0.966)  0.508
H (1.419, -0.677, -0.503)  0.370
H (2.308, -0.364, -1.839)  0.378
H (3.321, 1.198, -0.479)  0.212
H (1.809, 0.732, 1.445)  0.188
H (3.507, 0.807, 1.964)  0.248
H (2.705, -0.768, 1.788)  0.217
H (3.817, -1.901, -0.779)  0.507
N (-0.145, 1.572, -0.599)  -0.857
N (2.361, -0.679, -0.876)  -0.860
O (-2.616, 3.969, 0.342)  -0.576
O (-2.378, -4.412, -0.311)  -0.659
O (-0.618, 4.127, -0.644)  -0.669
O (5.632, 0.230, 0.261)  -0.579
O (4.742, -1.662, -0.537)  -0.671

Output
Highest occupied orbital energy in eV: -9.1
Energy above the lowest of the compared OMol25 structures with the same formula, charge and spin in kcal per mole: 0.0
SMILES string: N[C@@H](Cc1ccc(O)cc1)C(=O)O.C[C@H](N)C(=O)O
Maximum force in Eh/bohr: 0.0105
Electronic energy in eV: -25954.952
Gap between HOMO and LUMO in eV: 9.29


Record 7
# C12H19AuCl2NO2P

A molecular structure, C12H19AuCl2NO2P at a distorted geometry (the ωB97M-V functional and the def2-TZVPD basis, OMol25).

Last column: natural (NBO) charge in e.
Positions of all 38 atoms, in Å:
C (-0.228, -3.759, -4.537)  -0.735
C (-0.048, -3.046, -3.228)  0.608
H (-1.293, -3.903, -4.728)  0.265
H (0.292, -4.720, -4.499)  0.274
H (0.231, -3.168, -5.335)  0.267
O (-0.884, -2.669, -2.471)  -0.498
Cl (1.726, -2.779, -2.857)  -0.037
Au (-0.195, 0.852, 0.207)  0.941
P (-0.167, 2.529, -1.393)  0.923
C (-1.558, 3.722, -1.402)  -0.945
C (1.314, 3.603, -1.308)  -0.935
H (0.717, 1.220, -3.207)  0.258
H (-0.035, 2.724, -3.832)  0.274
H (-1.051, 1.346, -3.313)  0.263
C (-0.131, 1.903, -3.113)  -0.936
H (2.199, 2.963, -1.351)  0.250
H (1.329, 4.322, -2.135)  0.276
H (-1.434, 4.464, -2.198)  0.282
H (-1.607, 4.230, -0.435)  0.260
H (1.317, 4.139, -0.356)  0.263
H (-2.497, 3.182, -1.552)  0.261
C (-1.768, 1.412, 0.933)  0.433
O (-2.780, 1.772, 1.400)  -0.311
Cl (1.867, 0.120, -0.742)  0.044
C (0.591, -2.368, 5.433)  -0.662
C (0.408, -1.725, 4.092)  0.113
C (1.264, -0.689, 3.720)  -0.213
C (1.058, -0.038, 2.513)  0.037
N (0.037, -0.397, 1.686)  -0.610
C (-0.797, -1.426, 1.999)  0.058
C (-0.621, -2.115, 3.211)  -0.217
H (1.606, -2.808, 5.511)  0.262
H (0.478, -1.592, 6.223)  0.260
H (-0.166, -3.158, 5.616)  0.246
H (2.061, -0.360, 4.378)  0.258
H (1.685, 0.805, 2.248)  0.224
H (-1.618, -1.677, 1.342)  0.237
H (-1.302, -2.911, 3.481)  0.260

Output
Net charge: +2
Highest occupied orbital energy (spin up / spin down) in eV: -14.1 / -16.3
Energy above the lowest of the compared OMol25 structures with the same formula, charge and spin in kcal per mole: 31.4
Maximum force in Eh/bohr: 0.2295
Multiplicity: 3
Electronic energy in eV: -56344.294
Gap between HOMO and LUMO (spin up / spin down) in eV: 6.51 / 4.39


Record 8
# C12H19BF4N2O4

2 unconnected molecules or ions with the total composition C12H19BF4N2O4 at a distorted geometry (the ωB97M-V functional and the def2-TZVPD basis, OMol25).

Last column: natural (NBO) charge in e.
Positions of all 42 atoms, in Å:
O (0.213, 2.129, 0.453)  -0.926
B (1.656, 2.107, 0.034)  1.215
O (2.731, 2.142, 1.050)  -0.889
C (1.917, 1.992, -1.614)  -0.841
C (1.179, 0.622, -2.124)  0.090
C (-0.424, 0.541, -2.374)  -0.156
C (-0.806, -0.947, -2.847)  0.046
N (0.172, -2.025, -2.993)  -0.288
N (1.509, -2.049, -2.831)  -0.159
C (1.961, -0.729, -2.418)  0.182
C (3.621, -0.632, -2.215)  -0.453
C (4.330, -2.109, -2.079)  -0.465
C (4.026, -2.893, -0.672)  0.031
F (5.298, -3.122, 0.084)  -0.380
H (-0.152, 1.182, 0.348)  0.514
H (3.336, 1.366, 0.790)  0.489
H (3.058, 2.072, -1.858)  0.266
H (1.411, 2.951, -2.100)  0.301
H (-1.205, 1.393, -2.224)  0.327
H (-1.947, -1.165, -3.084)  0.289
H (-0.226, -2.973, -3.279)  0.444
H (4.114, -0.108, -3.168)  0.258
H (3.881, 0.042, -1.266)  0.227
H (5.501, -1.926, -2.179)  0.256
H (4.042, -2.774, -3.027)  0.234
H (3.445, -3.898, -0.911)  0.199
H (3.330, -2.187, -0.030)  0.175
C (-4.530, -0.122, 4.162)  -0.644
C (-4.340, 1.376, 4.030)  -0.069
O (-3.126, 1.737, 3.378)  -0.575
C (-3.073, 1.718, 1.925)  0.317
O (-4.074, 2.425, 1.407)  -0.888
C (-2.942, 0.268, 1.314)  0.910
F (-2.123, -0.510, 2.081)  -0.360
F (-2.362, 0.293, 0.079)  -0.388
F (-4.106, -0.412, 1.184)  -0.337
H (-3.586, -0.625, 4.396)  0.204
H (-5.256, -0.345, 4.950)  0.193
H (-4.922, -0.553, 3.240)  0.210
H (-4.254, 1.784, 5.043)  0.159
H (-5.220, 1.856, 3.589)  0.191
H (-2.058, 2.110, 1.758)  0.095

Output
Highest occupied orbital energy in eV: -5.7
Maximum force in Eh/bohr: 0.1270
Electronic energy in eV: -35459.861
Gap between HOMO and LUMO in eV: 2.31